Entry 1:
{"formula": "C17H26Cl4FO3PS", "method": "wB97M-V/def2-TZVPD", "orbital_gap_ev": 8.264, "smiles": "CP(C)[C@@H]1[C@H](Cc2ccccc2)CS(=O)(=O)O[C@H]1F.ClCCCl.ClCCCl", "energy_ha": -3569.2541, "symbols": ["Cl", "Cl", "Cl", "Cl", "S", "P", "F", "O", "O", "O", "C", "C", "C", "C", "C", "C", "C", "C", "C", "C", "C", "C", "C", "C", "C", "C", "C", "H", "H", "H", "H", "H", "H", "H", "H", "H", "H", "H", "H", "H", "H", "H", "H", "H", "H", "H", "H", "H", "H", "H", "H", "H", "H"], "positions_angstrom": [[5.6802, 4.2255, -0.4385], [2.0478, 1.2811, -2.9757], [4.7337, -0.2133, -4.4064], [2.6539, 2.8084, 0.2595], [1.5874, -2.2614, 0.3539], [0.1592, 0.9764, 0.7768], [-0.9392, -1.2249, -2.1294], [2.4918, -1.1664, 0.5053], [2.1979, -3.5524, 0.3280], [0.7169, -2.1558, -0.9785], [2.0377, 0.2274, -4.4144], [5.3840, 2.6879, 0.4167], [-0.0215, -0.9412, -1.1476], [-3.9711, -1.6117, 0.4286], [-0.9916, -1.7205, 1.0148], [-0.8895, 2.4303, 0.3224], [0.1955, 1.0342, 2.6133], [-3.9934, 0.1205, 2.0973], [-5.7656, -0.0163, 0.4487], [-5.1864, 0.5939, 1.5527], [0.3148, -2.2774, 1.6107], [4.1775, 1.9590, -0.1131], [-0.7881, -0.5090, 0.1103], [-2.0838, -1.5482, 2.0726], [-3.3727, -0.9824, 1.5267], [3.0757, -0.8608, -4.3169], [-5.1566, -1.1365, -0.1140], [2.9575, -1.5537, -5.1483], [-1.5889, 2.1465, -0.4586], [-3.5129, -2.4862, -0.0114], [0.4705, 2.0612, 2.8543], [6.2703, 2.0715, 0.2759], [4.1055, 0.9746, 0.3485], [0.1553, -3.3221, 1.8578], [-1.7398, -0.1361, -0.2581], [-3.5386, 0.6154, 2.9433], [0.6312, -1.7542, 2.5066], [-0.2737, 3.2739, 0.0310], [1.0449, -0.2171, -4.4776], [5.2810, 2.9103, 1.4757], [-1.7408, -1.0120, 2.9535], [0.5996, -0.1422, -1.5544], [-6.6740, 0.3576, 0.0031], [-2.3291, -2.5571, 2.4171], [4.2297, 1.8299, -1.1910], [-0.7446, 0.8456, 3.1286], [-1.4763, 2.7447, 1.1877], [2.1935, 0.8539, -5.2886], [-1.3363, -2.5257, 0.3640], [1.0048, 0.4243, 3.0010], [2.9825, -1.4167, -3.3867], [-5.6070, -1.6124, -0.9717], [-5.6587, 1.4596, 1.9943]]}

Entry 2:
{"formula": "C17H26KN6O8Ta", "method": "wB97M-V/def2-TZVPD", "orbital_gap_ev": 7.180, "energy_ha": -2250.0734, "charge": 2, "symbols": ["Ta", "K", "O", "O", "O", "O", "O", "O", "O", "O", "N", "N", "N", "N", "N", "N", "C", "C", "C", "C", "C", "C", "C", "C", "C", "C", "C", "C", "C", "C", "C", "C", "C", "H", "H", "H", "H", "H", "H", "H", "H", "H", "H", "H", "H", "H", "H", "H", "H", "H", "H", "H", "H", "H", "H", "H", "H", "H", "H"], "positions_angstrom": [[-0.2054, -0.3349, -0.3232], [-2.4837, -2.7593, -1.5352], [3.1011, 1.9419, 6.1581], [0.4132, 3.7666, -0.1599], [1.6350, -1.5678, 3.2510], [-2.5448, -1.6270, 2.9456], [0.8862, -1.1763, 1.2288], [0.6250, 1.1926, 0.4711], [2.9463, 4.0524, 5.5940], [1.0986, 5.2095, 1.3405], [-1.6505, -1.3966, 0.7287], [2.7957, 2.8417, 5.3469], [1.3540, -0.7367, 2.3977], [0.9301, 4.0319, 0.9519], [0.6879, -1.6923, -1.4777], [-1.6409, 0.3199, -1.5589], [-2.3551, 1.9701, 0.1715], [-1.7996, -0.2063, -2.9529], [1.3621, 2.9938, 1.8882], [-2.1053, -1.5132, 1.8593], [-2.7955, 2.4136, -2.2105], [-2.7035, 1.3130, -1.1497], [1.6067, 0.6530, 2.5923], [1.8881, 3.4067, 3.1138], [2.2558, 2.4458, 4.0698], [1.3696, -3.7938, -2.5991], [0.6210, -3.8091, -0.2128], [1.3232, -0.8079, -2.5089], [-4.0101, 0.5417, -0.9792], [2.7997, -2.7747, -0.8273], [1.3604, -3.0177, -1.2856], [1.2253, 1.6054, 1.6055], [2.1167, 1.0774, 3.8288], [3.3857, -2.2225, -1.5689], [-1.4646, 0.5407, -3.6854], [-1.8133, 2.8836, -2.3513], [0.5418, -3.2482, 0.7248], [1.2032, -4.7200, -0.0077], [0.9437, -1.0672, -3.5142], [2.8121, -2.2117, 0.1099], [2.3776, 0.3412, 4.5763], [1.9925, -3.3198, -3.3644], [-4.3451, 0.0404, -1.8995], [-2.2753, 1.2510, 0.9961], [-3.9103, -0.2083, -0.1795], [-1.4484, 2.5795, 0.1011], [-3.1573, 2.0534, -3.1809], [-1.1659, -1.0994, -3.1189], [-4.8080, 1.2369, -0.6828], [0.3627, -3.9221, -3.0139], [1.7757, -4.7950, -2.4161], [1.9902, 4.4656, 3.3353], [2.4215, -0.9010, -2.5203], [-0.3800, -4.1380, -0.5351], [-3.1794, 2.6511, 0.4305], [3.2942, -3.7402, -0.6513], [-2.8544, -0.4655, -3.1721], [1.0903, 0.2663, -2.3109], [-3.4965, 3.1859, -1.8635]]}

Entry 3:
{"formula": "C17H26N2O4S", "method": "wB97M-V/def2-TZVPD", "orbital_gap_ev": 9.065, "e_above_lowest_ev": 0.130, "smiles": "COc1ccc(CNC(=O)CN(C2CCCCC2)S(C)(=O)=O)cc1", "energy_ha": -1472.0586, "symbols": ["S", "O", "O", "O", "O", "N", "N", "C", "C", "C", "C", "C", "C", "C", "C", "C", "C", "C", "C", "C", "C", "C", "C", "C", "H", "H", "H", "H", "H", "H", "H", "H", "H", "H", "H", "H", "H", "H", "H", "H", "H", "H", "H", "H", "H", "H", "H", "H", "H", "H"], "positions_angstrom": [[0.7252, 1.5377, -0.8113], [1.3286, 2.8232, -1.0133], [-1.4043, -0.8406, -0.7670], [5.0426, -4.7972, 1.1846], [1.4766, 0.5438, -0.0948], [-0.6664, 1.7655, 0.0476], [-0.4859, -1.6165, 1.1385], [1.1388, -3.4261, 0.8016], [3.5030, -2.9735, 0.6602], [-0.9762, -0.6433, 0.3562], [0.3131, 0.8927, -2.4522], [-2.0476, 3.7168, 0.6330], [-1.0217, 0.7429, 0.9979], [-1.6178, 2.7303, -0.4573], [2.1879, -2.5560, 0.5418], [1.4303, -4.7315, 1.1829], [-0.2906, -2.9723, 0.6661], [6.1461, -3.9610, 0.9352], [-2.9317, 4.8046, 0.0289], [-2.8492, 2.0998, -1.1125], [3.7900, -4.2804, 1.0376], [-4.1528, 4.1909, -0.6503], [-3.7248, 3.1914, -1.7213], [2.7360, -5.1577, 1.2968], [-0.1498, 1.6869, -3.0211], [-2.3538, 5.3698, -0.7049], [-0.3291, 0.7901, 1.8443], [-3.4246, 1.5549, -0.3613], [6.1625, -3.1027, 1.6146], [-2.5427, 1.3805, -1.8721], [-1.1572, 4.1557, 1.0846], [6.1551, -3.6046, -0.0998], [-3.2496, 5.4974, 0.8106], [-2.6009, 3.1892, 1.4131], [-0.9510, -3.6482, 1.2222], [7.0273, -4.5762, 1.1115], [-1.0489, 3.2869, -1.2094], [1.2503, 0.5958, -2.9046], [1.9861, -1.5358, 0.2490], [-0.5996, -2.9776, -0.3848], [4.2895, -2.2657, 0.4534], [-4.7618, 4.9781, -1.0989], [-3.1654, 3.7140, -2.5005], [-0.3459, 0.0435, -2.3278], [-4.6055, 2.7423, -2.1845], [-0.0287, -1.3734, 2.0030], [-2.0356, 0.9273, 1.3585], [0.6257, -5.4227, 1.3892], [-4.7651, 3.6802, 0.0966], [2.9698, -6.1689, 1.5903]]}

Entry 4:
{"formula": "C17H26N2O5", "method": "wB97M-V/def2-TZVPD", "orbital_gap_ev": 9.161, "e_above_lowest_ev": 4.038, "smiles": "CC(C)(C)N(C[C@H](O)COc1cccc2c1C[C@@H](O)[C@H](O)C2)N=O", "energy_ha": -1149.0095, "symbols": ["O", "O", "O", "O", "O", "N", "N", "C", "C", "C", "C", "C", "C", "C", "C", "C", "C", "C", "C", "C", "C", "C", "C", "C", "H", "H", "H", "H", "H", "H", "H", "H", "H", "H", "H", "H", "H", "H", "H", "H", "H", "H", "H", "H", "H", "H", "H", "H", "H", "H"], "positions_angstrom": [[5.0608, -2.9880, -1.1675], [5.9690, -1.0033, -2.8540], [-1.1903, -2.5494, 0.1416], [-2.9534, -0.4007, 3.7503], [0.9619, -1.0121, 1.3038], [-3.3473, 0.4479, 2.9725], [-3.2027, 0.2343, 1.6234], [-1.3999, -1.2229, 0.6597], [3.1938, -1.6495, -0.3482], [0.7037, 1.2049, 0.3021], [2.3601, 1.9329, -1.2824], [-2.8538, -1.1417, 1.1453], [-3.9345, 1.1309, 0.6986], [1.3978, -0.0447, 0.4235], [-3.5701, 0.9538, -0.7723], [4.6227, -1.6483, -0.9275], [-5.4277, 0.8541, 0.9492], [4.3103, 0.5691, -2.0391], [1.2321, 2.1942, -0.5035], [-0.3979, -0.9629, 1.8128], [2.5726, -0.2739, -0.3412], [4.6758, -0.9057, -2.2676], [3.0380, 0.7403, -1.2092], [-3.5621, 2.5986, 1.0100], [-2.4713, 1.0383, -0.8595], [-2.9791, -1.9223, 1.9448], [-6.0202, 1.4901, 0.3059], [-1.2151, -0.4974, -0.1441], [5.1394, 1.1060, -1.5356], [2.7315, 2.6640, -1.9869], [3.9605, -1.3852, -2.9279], [-5.6815, 1.1290, 1.9520], [-0.5666, -1.7571, 2.5436], [5.2587, -1.1527, -0.2133], [6.3577, -1.8866, -2.6762], [-3.8218, -0.0378, -1.1381], [-0.2420, -2.7186, 0.0531], [-3.5386, -1.4590, 0.3198], [2.5478, -2.2541, -0.9838], [-3.8216, 2.8276, 2.0200], [-4.1094, 3.3021, 0.3674], [-5.7281, -0.1729, 0.7031], [5.2460, -3.4183, -0.2961], [0.7166, 3.1269, -0.6483], [4.1897, 1.0749, -3.0053], [-0.6121, -0.0107, 2.2767], [-2.4865, 2.7210, 0.7849], [-4.0446, 1.7522, -1.3793], [3.1527, -2.1183, 0.6616], [-0.2207, 1.5008, 0.7809]]}